(1)
A structure of composition C14H11Cl2F3O3S2Tl. Source: OMol25; level of theory: wB97M-V/def2-TZVPD.

Geometry as XYZ:
```
36
Properties=species:S:1:pos:R:3:nbo_charge:R:1
Tl 0.73273 1.63854 0.38262 0.737
C -0.01177 -2.51453 1.54136 -0.646
C 0.01107 -1.24454 2.34411 -0.016
C 1.17886 -0.82918 2.98773 -0.179
C 1.20522 0.34423 3.72453 -0.231
C 0.06547 1.13316 3.82723 -0.247
C -1.09266 0.74431 3.17489 -0.203
C -1.11606 -0.43463 2.43798 -0.219
H 0.57675 -2.38702 0.62968 0.258
H -1.03080 -2.78272 1.26374 0.209
H 0.42375 -3.34101 2.10601 0.207
H 2.07476 -1.43286 2.89948 0.207
H 2.12272 0.65078 4.21231 0.206
H 0.08735 2.05630 4.39261 0.211
H -1.97620 1.36829 3.20862 0.226
H -2.01744 -0.70925 1.90541 0.228
Cl 0.25337 1.09134 -2.68084 0.025
C 1.07673 -0.35578 -3.19246 -0.067
C 0.83645 -0.76450 -4.49299 -0.219
C 1.44239 -1.90863 -4.98300 -0.244
C 2.28192 -2.63211 -4.15160 -0.233
C 2.50541 -2.20502 -2.85532 -0.056
Cl 3.57256 -3.18178 -1.88312 -0.016
C 1.92373 -1.04635 -2.30324 -0.187
S 2.25208 -0.54852 -0.66951 -0.467
H 0.17002 -0.17761 -5.11011 0.220
H 1.25881 -2.23503 -5.99778 0.207
H 2.76964 -3.53315 -4.49742 0.217
F -3.39189 4.84540 0.47893 -0.326
C -2.96608 3.63983 0.87613 0.681
F -3.96958 3.05185 1.54578 -0.330
F -1.96290 3.83295 1.75251 -0.332
S -2.41144 2.60955 -0.54566 2.358
O -1.29488 3.36983 -1.07643 -0.995
O -3.58320 2.51037 -1.37099 -0.960
O -1.99691 1.37750 0.11880 -1.024
```

Output
- energy relative to the best compared isomer or geometry (same formula, charge and spin) (kJ/mol) = 0.0
- total charge = -1
- E_HOMO (eV) = -4.78
- LUMO energy (eV) = 2.6
- strongest force on any atom (eV/Å) = 0.081

---

(2)
A structure of composition C14H11N3O3S3SeV. Source: OMol25; level of theory: wB97M-V/def2-TZVPD.

Geometry as XYZ:
```
36
Properties=species:S:1:pos:R:3:lowdin_spin:R:1
V 0.10863 1.38058 -1.23382 1.991
S -1.30913 2.83970 -0.20200 -0.072
C -2.04699 1.28450 0.14609 0.026
N -1.35993 0.25514 -0.26686 -0.001
C -1.97513 -0.95277 0.04310 -0.001
C -1.50456 -2.22681 -0.25941 0.000
C -2.26286 -3.30735 0.14171 0.000
C -3.46788 -3.13008 0.82958 0.000
C -3.94274 -1.86835 1.13179 0.001
C -3.17975 -0.77685 0.73059 0.000
S -3.51015 0.92379 0.96373 0.012
H -0.57473 -2.34971 -0.79916 0.000
H -1.92256 -4.30910 -0.08185 0.000
H -4.04295 -3.99513 1.12972 0.000
H -4.87660 -1.73734 1.66066 0.000
Se 3.35351 0.97484 -0.71760 0.005
N 1.69325 0.94158 -0.00758 -0.007
C 1.81127 0.72109 1.31260 0.005
C 0.75110 0.64495 2.25253 -0.001
C 1.06559 0.41908 3.55614 0.002
C 2.41466 0.26189 4.00326 -0.001
C 3.45018 0.33635 3.13463 0.002
C 3.16684 0.57137 1.75686 -0.001
N 4.10186 0.67728 0.82020 0.008
H -0.27276 0.76752 1.93823 0.000
H 0.26942 0.35844 4.28638 0.000
H 2.59959 0.08549 5.05365 0.000
H 4.47980 0.22791 3.44485 0.000
C 0.89081 1.59470 -5.26365 0.000
S 0.90547 1.14520 -3.57891 0.006
O 1.67070 -0.04432 -3.34883 0.001
O 1.35731 2.29124 -2.72919 0.025
O -0.51891 0.97237 -3.09212 -0.001
H 1.91983 1.79029 -5.55891 0.000
H 0.27227 2.48130 -5.37725 0.000
H 0.48552 0.75119 -5.81914 0.000
```

Output
- energy relative to the best compared isomer or geometry (same formula, charge and spin) (kJ/mol) = 54.3
- total charge = +1
- E_HOMO (spin up / spin down) (eV) = -11.83 / -11.86
- ⟨S²⟩ = 2.0251
- LUMO energy (spin up / spin down) (eV) = -4.9 / -4.6
- spin multiplicity = 3
- strongest force on any atom (eV/Å) = 0.695

---

(3)
A structure of composition C14H11N4O5S5Yb at a distorted geometry. Source: OMol25; level of theory: wB97M-V/def2-TZVPD.

Geometry as XYZ:
```
40
Properties=species:S:1:pos:R:3:lowdin_spin:R:1
Yb 4.57810 11.87087 7.85805 0.992
O 6.61323 17.47445 8.70005 0.000
C 6.64295 16.42991 8.12664 0.000
S 7.70121 14.99611 8.41982 0.000
C 6.84569 13.74054 7.60678 0.000
C 5.78749 14.22216 6.75801 0.003
S 4.69205 13.44313 5.66118 0.008
S 5.57824 15.96223 6.75557 0.000
S 7.28591 12.19795 8.17461 -0.001
C 5.44846 6.24201 8.76234 0.000
N 5.04174 7.48458 8.13058 0.000
C 3.67179 7.82247 7.70047 0.000
C 3.94256 9.27035 7.17248 0.000
O 3.06813 10.15709 6.96552 0.000
N 5.32726 9.53873 7.24070 -0.001
C 5.86622 8.48434 7.91656 0.000
N 7.13487 8.53977 8.34804 0.000
H 4.54092 5.63936 9.03152 0.000
H 6.01034 6.48115 9.64835 0.000
H 6.06425 5.67528 8.02069 0.000
H 2.92231 7.80136 8.53915 0.000
H 3.27135 7.06937 6.93626 0.000
H 7.54407 9.44675 8.24401 0.000
H 7.39183 7.93288 9.12726 0.000
O 5.86525 8.95889 10.97097 0.000
S 4.50515 9.52158 11.04461 0.000
O 3.43058 8.51469 11.03422 0.000
N 4.20258 10.67356 9.99642 0.000
C 4.12143 11.95186 10.57669 0.000
O 4.07062 12.99656 9.83451 -0.001
C 4.18890 11.88762 12.09381 0.000
C 4.28586 12.89794 13.07697 0.000
C 4.49250 12.53873 14.42323 0.000
C 4.76264 11.22836 14.77669 0.000
C 4.76057 10.21019 13.83660 0.000
C 4.48129 10.55351 12.50795 0.000
H 4.14854 13.89446 12.73094 0.000
H 4.55309 13.34468 15.15561 0.000
H 5.02237 10.97442 15.80484 0.000
H 5.16922 9.22051 14.03820 0.000
```

Output
- energy relative to the best compared isomer or geometry (same formula, charge and spin) (kJ/mol) = 0.0
- E_HOMO (spin up / spin down) (eV) = -6.93 / -6.94
- ⟨S²⟩ = 0.7509
- LUMO energy (spin up / spin down) (eV) = -0.9 / -0.9
- spin multiplicity = 2
- strongest force on any atom (eV/Å) = 4.128

---

(4)
A structure of composition C14H12AgN3O5. Source: OMol25; level of theory: wB97M-V/def2-TZVPD.

Geometry as XYZ:
```
35
Properties=species:S:1:pos:R:3:nbo_charge:R:1
Ag -0.70272 -1.27863 -1.93099 0.913
O 1.57193 -1.65847 -1.63843 -0.666
C 2.20169 -1.59484 -0.58404 0.434
C 1.71662 -1.55578 0.76815 -0.343
C 2.69077 -1.42945 1.76508 -0.097
C 2.35096 -1.32771 3.08896 -0.027
C 0.99245 -1.33572 3.47555 -0.145
C 0.02065 -1.45677 2.53518 -0.316
C 0.31404 -1.59375 1.13289 0.479
O -0.63549 -1.74640 0.31508 -0.799
N 3.38023 -1.20125 4.09192 0.521
O 3.04037 -1.16441 5.26510 -0.401
O 4.54620 -1.17083 3.72611 -0.404
H 3.30490 -1.54903 -0.65606 0.121
H 3.73915 -1.41326 1.49367 0.240
H 0.75842 -1.24586 4.52642 0.242
H -1.02434 -1.46946 2.81625 0.218
C -4.46581 -1.52715 -1.69887 -0.244
O -3.06219 -1.57986 -1.46318 -0.775
H -4.92066 -0.66426 -1.20543 0.167
H -4.96209 -2.43674 -1.35602 0.179
H -4.61321 -1.43580 -2.77253 0.186
H -2.89538 -1.73970 -0.52308 0.505
N 2.92939 4.19770 -1.58124 -0.264
C 1.90247 3.68681 -1.64554 0.259
C 0.61349 3.07097 -1.73265 -0.198
C -0.54460 3.81538 -1.51715 -0.106
C -1.76511 3.17423 -1.62170 -0.249
C -1.78683 1.82547 -1.93516 0.065
N -0.68084 1.10926 -2.13986 -0.497
C 0.49566 1.71795 -2.03871 0.092
H -0.47674 4.86619 -1.27199 0.239
H -2.68815 3.71234 -1.45958 0.235
H -2.72307 1.28765 -2.02242 0.210
H 1.37783 1.11119 -2.20575 0.227
```

Output
- E_HOMO (eV) = -8.07
- LUMO energy (eV) = -0.6
- strongest force on any atom (eV/Å) = 0.528

---

(5)
A structure of composition C14H12AuF5IN5O5S2Te at a distorted geometry. Source: OMol25; level of theory: wB97M-V/def2-TZVPD.

Geometry as XYZ:
```
46
Properties=species:S:1:pos:R:3:nbo_charge:R:1
Au -1.54288 -2.82590 1.12573 0.698
O -1.44375 -2.41413 -1.14377 -0.538
N -2.63559 -2.66225 -1.42838 0.304
O -3.34976 -3.02072 -0.47259 -0.542
N 0.01148 3.28482 -5.24873 -0.810
C 0.06552 3.08515 -3.86507 0.162
C -0.68023 3.89422 -3.01049 -0.302
C -0.57620 3.74087 -1.64081 -0.098
C 0.26469 2.77956 -1.11783 -0.370
C 1.01262 1.97224 -1.95203 -0.154
C 0.91892 2.12341 -3.32303 -0.265
S 0.41255 2.57474 0.66717 2.319
O 1.83128 2.64477 0.94766 -0.997
O -0.37591 3.62873 1.27458 -0.979
N -0.08814 1.09192 0.97902 -0.939
C -1.37762 0.85642 0.96314 0.304
S -2.57346 2.17189 0.66664 0.241
C -3.83438 0.98240 0.80884 -0.505
C -3.30718 -0.22761 1.07714 -0.032
N -1.95145 -0.29195 1.15848 -0.570
H -0.85272 3.70247 -5.56493 0.367
H 0.24591 2.46114 -5.78334 0.369
H -1.34482 4.63975 -3.42678 0.194
H -1.15042 4.33962 -0.95195 0.233
H 1.64966 1.21940 -1.51518 0.231
H 1.49777 1.49597 -3.98920 0.198
H -4.86365 1.26378 0.71203 0.211
H -3.85663 -1.14194 1.20653 0.217
I 0.42646 -1.13479 4.29679 0.255
C 1.33922 -1.13893 2.44209 0.155
C 2.13655 -0.05696 2.11456 -0.238
C 2.74199 -0.03420 0.87037 -0.110
C 2.49264 -1.07716 -0.01205 -0.275
C 1.73089 -2.14127 0.42068 0.091
N 1.19360 -2.17161 1.63131 -0.591
H 2.27617 0.75654 2.80662 0.248
H 3.37023 0.80166 0.60582 0.233
H 2.90013 -1.09491 -1.01255 0.215
H 1.54669 -3.00838 -0.19000 0.265
F 0.51237 -4.53084 0.65408 -0.654
Te 0.67715 -4.05786 2.59705 3.205
F 2.30245 -5.10081 2.11638 -0.620
F 2.34462 -3.22686 3.49965 -0.665
F 0.87422 -4.83448 4.42278 -0.655
F -0.05500 -5.89533 2.51410 -0.655
O -0.91603 -3.42260 3.06948 -1.149
```

Output
- energy relative to the best compared isomer or geometry (same formula, charge and spin) (kJ/mol) = 368.4
- total charge = -2
- E_HOMO (eV) = -2.47
- LUMO energy (eV) = 4.2
- strongest force on any atom (eV/Å) = 8.569

---

(6)
A structure of composition C14H12CsIN2O2Se3Te at a distorted geometry. Source: OMol25; level of theory: wB97M-V/def2-TZVPD.

Geometry as XYZ:
```
36
Properties=species:S:1:pos:R:3:nbo_charge:R:1
Cs 0.99959 0.68150 0.92897 0.897
C -1.21725 4.27108 2.31459 -0.643
C -0.99644 3.23000 3.37154 0.161
N -0.69903 3.62292 4.58047 -0.427
C -0.47758 2.67697 5.52499 -0.064
C -0.54383 1.33345 5.28595 -0.032
C -0.27854 0.40182 6.43370 -0.083
O 0.87135 -0.39645 6.16086 -0.715
C -0.84699 0.85240 3.97936 -0.278
C -1.00825 -0.55462 3.78363 0.165
N -1.09746 -1.22176 2.68040 -0.508
C -1.47344 -2.54479 2.79358 0.216
C -2.55769 -2.93285 3.60308 -0.276
C -2.95576 -4.25209 3.70876 -0.214
C -2.29352 -5.24391 2.99978 -0.253
C -1.23583 -4.88676 2.17552 -0.226
C -0.84006 -3.56553 2.06744 -0.209
I 0.76927 -3.09084 0.81340 0.172
C -1.11595 1.83979 2.95674 0.390
O -1.40657 1.59068 1.76555 -0.728
H -1.16946 5.26238 2.75968 0.210
H -2.18353 4.10525 1.83467 0.221
H -0.46523 4.18643 1.52713 0.228
H -0.22217 3.05073 6.51127 0.168
H -1.15123 -0.24174 6.61495 0.152
H -0.12051 1.00205 7.33666 0.163
H 0.98285 -1.02866 6.87396 0.459
H -1.06898 -1.12841 4.71565 0.147
H -3.10046 -2.15428 4.12425 0.214
H -3.79807 -4.50938 4.34032 0.200
H -2.59602 -6.28051 3.07168 0.202
H -0.71304 -5.64747 1.61067 0.216
Se 4.57095 0.64598 1.13371 -0.782
Se 4.49704 0.80491 -1.28484 -0.323
Te 2.76422 2.66873 -1.95258 0.033
Se 2.01903 1.84103 -4.18655 -0.851
```

Output
- energy relative to the best compared isomer or geometry (same formula, charge and spin) (kJ/mol) = 6.3
- total charge = -2
- E_HOMO (eV) = -0.29
- LUMO energy (eV) = 3.6
- strongest force on any atom (eV/Å) = 1.032

---

> What is the strongest force on any atom in the fourth record?

0.528 eV/Å